(1)
A gas-phase ion, C5H8NO4 (charge -1) in a non-equilibrium geometry, computed with wB97M-V/def2-TZVPD.

```
! wB97M-V def2-TZVPD RIJCOSX def2/J DEFGRID3
* xyz -1 1
C -1.36099 1.95340 1.92162
H -1.86255 2.33636 2.88865
H 1.84955 1.40655 -0.57689
C -1.38223 -0.60321 -0.40305
C -0.85936 0.31427 0.42091
H -2.38918 -0.89412 -0.17371
C 2.12379 -1.72790 -0.95167
N -0.67035 -1.12441 -1.41248
H 1.49306 -1.74100 -1.79891
O 0.22810 1.02212 0.26626
O -1.62629 0.72160 1.49822
H -1.72399 2.69365 1.07450
H 3.10165 -1.61885 -1.39664
C 1.18901 0.53207 -0.64661
O -1.38050 -1.84819 -2.16061
H 1.86072 -2.79383 -0.58108
O 1.73453 -0.70627 -0.02498
H -0.32494 2.07777 2.05647
*
```

Computed properties:
* E_HOMO (alpha / beta): -1.9343 / -1.9245 eV
* LUMO (alpha / beta): 3.59 / 3.59 eV

Computed natural (NBO) charges, given in elementary charges: C -0.234; H 0.168; H 0.091; C -0.292; C 0.651; H 0.183; C -0.256; N 0.049; H 0.206; O -0.503; O -0.516; H 0.144; H 0.143; C -0.040; O -0.524; H 0.159; O -0.618; H 0.188

***

(2)
2 unconnected molecules or ions with the total composition C5H8NO4S in a non-equilibrium geometry, computed with wB97M-V/def2-TZVPD.

```
! wB97M-V def2-TZVPD RIJCOSX def2/J DEFGRID3
* xyz -1 1
H 1.17475 0.41372 2.22410
C -1.34647 1.19798 -0.71495
C 0.82579 0.26036 0.09861
O -0.83198 -2.62356 1.12313
S -1.59705 -2.08205 -0.00683
O -3.04414 -2.05000 0.18432
N -2.18864 1.97658 -0.53957
C 1.81104 1.40258 -0.19907
H -0.26799 -0.51198 1.78902
H -0.28073 1.25230 1.66666
O -1.15773 -2.62421 -1.32781
O -0.15678 -0.33545 -2.09807
H 2.69370 1.31599 0.43380
C -0.32142 0.28811 -0.88853
H -0.44708 -1.28683 -2.00103
H 2.12442 1.37686 -1.23936
C 0.32888 0.36034 1.53953
H 1.34685 -0.69259 -0.03947
H 1.33457 2.36183 -0.00447
*
```

Computed properties:
* E_HOMO (alpha / beta): -4.6266 / -4.3880 eV
* LUMO (alpha / beta): 3.11 / 3.00 eV

Computed natural (NBO) charges, given in elementary charges: H 0.193; C 0.193; C -0.279; O -0.973; S 2.102; O -0.946; N -0.358; C -0.601; H 0.251; H 0.203; O -0.996; O -0.735; H 0.198; C 0.205; H 0.526; H 0.208; C -0.615; H 0.224; H 0.201

***

(3)
2 unconnected molecules or ions with the total composition C5H8NOS in a non-equilibrium geometry, computed with wB97M-V/def2-TZVPD.

```
! wB97M-V def2-TZVPD RIJCOSX def2/J DEFGRID3
* xyz 1 3
C -0.99625 0.02552 -0.35684
H -2.02954 -0.08449 -0.35018
H -0.95773 0.86065 -0.98388
O 1.25367 -2.00392 -1.12040
N 1.80252 -0.55444 -2.82886
H -1.92063 0.22452 2.53974
H 2.11090 -0.40427 -3.81550
C -1.06662 0.84308 2.09597
H -0.54018 -0.71624 -1.04565
C 0.95945 0.42241 0.67905
C 1.45912 -1.42263 -2.09931
H -0.43573 -1.07770 1.32173
C -0.29275 0.03040 0.99642
H -1.18426 1.79603 1.66591
S 2.22294 1.14336 0.39553
H -0.38491 0.91773 2.90627
*
```

Computed properties:
* E_HOMO (alpha / beta): -12.6056 / -14.7653 eV
* ⟨S²⟩: 2.01
* LUMO (alpha / beta): -5.29 / -10.05 eV

Computed natural (NBO) charges, given in elementary charges: C -0.606; H 0.256; H 0.244; O -0.530; N -0.763; H 0.263; H 0.464; C -0.539; H 0.252; C -0.088; C 0.845; H 0.360; C -0.372; H 0.237; S 0.754; H 0.225

***

(4)
A gas-phase ion, C5H8NS (charge +1) in a non-equilibrium geometry, computed with wB97M-V/def2-TZVPD.

```
! wB97M-V def2-TZVPD RIJCOSX def2/J DEFGRID3
* xyz 1 1
C -0.99092 0.04271 0.63466
C -1.87982 -1.06645 0.96594
H -1.79099 -1.46390 1.87651
H 0.12346 1.76284 -0.66974
H -1.33945 1.10171 1.03503
S 0.75180 -1.57513 -0.77368
C 0.94518 1.08450 -0.37595
H -2.84573 -0.87100 0.79951
H 2.62736 1.21370 -1.97251
H 2.80613 -1.05390 -2.22640
C 2.05099 -0.69408 -1.54453
C 1.94073 0.62374 -1.41260
H -1.68670 -2.03622 0.46448
H 1.28029 1.29607 0.57178
N 0.08830 -0.10978 -0.05694
*
```

Computed properties:
* E_HOMO: -13.2249 eV
* LUMO: -4.54 eV
* SMILES: C/C=[N+]1/CC=CS1

Computed natural (NBO) charges, given in elementary charges: C 0.254; C -0.706; H 0.278; H 0.242; H 0.255; S 0.564; C -0.237; H 0.262; H 0.263; H 0.290; C -0.370; C -0.211; H 0.252; H 0.238; N -0.374

***

(5)
2 unconnected molecules or ions with the total composition C5H8O, computed with wB97M-V/def2-TZVPD.

```
! wB97M-V def2-TZVPD RIJCOSX def2/J DEFGRID3
* xyz 0 1
H -0.91098 2.19036 0.29561
H 2.42512 0.36392 -0.79500
H -0.37720 -3.44225 0.27244
C 0.65514 0.63576 0.53310
C 1.36072 0.59113 -0.81051
C -0.70810 1.23653 0.79726
O -1.66783 0.25738 0.26928
H -1.57986 -1.07826 -1.28513
H 1.26361 0.37085 1.39773
H -0.91446 1.33822 1.86362
C 0.36947 -0.45022 -0.46299
C -0.96688 -0.49656 -0.60350
H -0.01499 -2.80970 0.11621
H 1.06626 1.29283 -1.58809
*
```

Computed properties:
* E_HOMO: -8.1282 eV
* LUMO: 0.80 eV
* SMILES: C1=C2C[C@H]2CO1.[H][H]

Computed natural (NBO) charges, given in elementary charges: H 0.186; H 0.221; H -0.030; C -0.295; C -0.368; C -0.086; O -0.484; H 0.202; H 0.217; H 0.204; C -0.216; C 0.220; H 0.013; H 0.216

***

(6)
A molecular structure, C5H8O, computed with wB97M-V/def2-TZVPD.

```
! wB97M-V def2-TZVPD RIJCOSX def2/J DEFGRID3
* xyz 0 1
H 1.17253 1.27562 -0.99345
H 2.02303 -1.11650 -0.03696
C 0.67228 0.55878 -0.34370
C 1.57237 -0.28983 0.52138
C -1.33842 -0.83559 0.01307
O -1.21642 0.13327 1.08029
H -0.84782 -1.78933 0.24752
C -0.62902 1.07073 0.17476
H -0.92524 2.11067 0.25637
H -2.39292 -1.01250 -0.22551
C -0.62707 0.08499 -0.96175
H -0.88416 0.23178 -2.00510
H 0.99650 -0.69572 1.35900
H 2.37793 0.32232 0.94105
*
```

Computed properties:
* E_HOMO: -9.2530 eV
* LUMO: 1.12 eV

Computed natural (NBO) charges, given in elementary charges: H 0.220; H 0.208; C -0.246; C -0.623; C -0.064; O -0.524; H 0.174; C 0.092; H 0.200; H 0.185; C -0.288; H 0.223; H 0.226; H 0.215

***

(7)
A molecular structure, C5H8O, computed with wB97M-V/def2-TZVPD.

```
! wB97M-V def2-TZVPD RIJCOSX def2/J DEFGRID3
* xyz 0 1
C -1.85844 -0.58432 0.12919
H 1.87297 1.84459 0.38477
H -2.49913 -0.54683 -0.76215
C -0.71877 0.38260 -0.09643
H -0.85889 1.33918 -0.58952
H 0.63691 -0.07398 1.71808
C 0.08114 -0.91470 -0.33322
O -0.99838 -1.73154 0.07230
H 0.75494 -1.34803 -1.07057
C 1.67940 0.86206 -0.05104
H -2.47019 -0.56928 1.03249
C 0.55896 0.09632 0.64354
H 1.37495 1.02385 -1.09362
H 2.60903 0.28439 -0.07694
*
```

Computed properties:
* E_HOMO: -9.1947 eV
* LUMO: 1.19 eV

Computed natural (NBO) charges, given in elementary charges: C -0.058; H 0.216; H 0.176; C -0.279; H 0.218; H 0.215; C 0.106; O -0.515; H 0.198; C -0.607; H 0.177; C -0.268; H 0.209; H 0.212

***

(8)
A single C5H8O molecule in a non-equilibrium geometry, computed with wB97M-V/def2-TZVPD.

```
! wB97M-V def2-TZVPD RIJCOSX def2/J DEFGRID3
* xyz 0 1
H 0.58469 -0.90180 -1.96964
O -0.72950 -0.64483 1.05986
C -0.92084 1.03817 -0.63013
H -0.88011 0.07355 1.69113
C 1.77467 0.53582 1.63007
H 0.91491 -1.92350 -0.54596
H -0.57229 1.40985 -1.59760
C 1.21493 0.46033 0.56403
C 0.20525 -1.22370 -0.99619
C -0.03508 -0.05891 -0.04758
H -0.97400 1.88487 0.06499
H 2.09195 0.47204 2.64244
H -0.75204 -1.73529 -1.12549
H -1.92254 0.61338 -0.73991
*
```

Computed properties:
* E_HOMO: -9.9379 eV
* LUMO: 0.89 eV
* SMILES: C#CC(C)(C)O

Computed natural (NBO) charges, given in elementary charges: H 0.214; O -0.704; C -0.619; H 0.465; C -0.205; H 0.226; H 0.218; C -0.054; C -0.607; C 0.175; H 0.212; H 0.234; H 0.223; H 0.222

***

(9)
A single C5H8O molecule, computed with wB97M-V/def2-TZVPD.

```
! wB97M-V def2-TZVPD RIJCOSX def2/J DEFGRID3
* xyz 0 1
C 2.20014 0.71203 0.43263
H 2.97092 -0.04152 0.24308
C -0.41967 -1.01474 -0.88610
H -1.35512 0.40787 1.21366
H -3.01073 -0.18121 0.92944
H 2.64288 1.70097 0.42805
H 0.33938 -1.44080 -0.20798
H -2.24507 0.94420 -0.22610
C 0.14794 0.35282 -1.17438
H -0.43234 -1.65055 -1.77088
C 1.15122 0.64761 -0.55741
O -1.68196 -1.04561 -0.28710
H 1.76599 0.51669 1.42130
C -2.07358 0.09223 0.44179
*
```

Computed properties:
* E_HOMO: -9.0579 eV
* LUMO: 0.89 eV
* SMILES: CC#CCOC

Computed natural (NBO) charges, given in elementary charges: C -0.714; H 0.242; C -0.073; H 0.161; H 0.193; H 0.254; H 0.144; H 0.180; C -0.156; H 0.198; C 0.115; O -0.533; H 0.240; C -0.251

***

(10)
A molecular structure, C5H8O in a non-equilibrium geometry, computed with wB97M-V/def2-TZVPD.

```
! wB97M-V def2-TZVPD RIJCOSX def2/J DEFGRID3
* xyz 0 1
C -0.62592 0.81937 0.35213
H -1.13195 -0.13185 -1.59326
C 0.67568 0.02702 0.74409
C -0.32528 -1.16849 0.18661
C 1.72892 0.65113 -0.07618
H -2.37978 -0.42979 -0.34452
H 0.28152 -1.84692 -0.38634
O 1.40822 1.38600 -1.02676
H 2.80005 0.57958 0.14421
H 0.12821 1.55916 -0.56119
H -0.79590 -1.64676 1.05618
C -1.30672 -0.26081 -0.51757
H 1.02990 -0.23907 1.74936
H -1.23244 0.92604 1.27938
*
```

Computed properties:
* E_HOMO: -8.1936 eV
* LUMO: 0.47 eV

Computed natural (NBO) charges, given in elementary charges: C -0.456; H 0.202; C -0.411; C -0.304; C 0.412; H 0.208; H 0.204; O -0.558; H 0.155; H 0.342; H 0.217; C -0.449; H 0.223; H 0.215